Entry one
Formula: C5H9OP
Source: the Open Molecules 2025 dataset
Level of theory: the ωB97M-V functional and the def2-TZVPD basis

Computed properties:
- Orbital gap (spin up / spin down): 0.259 / 0.252 Eh
- 2S+1: 3
- Lowest unoccupied orbital energy (spin up / spin down): 0.9 / -2.5 eV

Element x y z (Å)
C1 -2.04 0.82 -0.93
C2 -0.90 0.15 -0.81
C3 -0.82 -1.05 0.20
C4 0.33 0.41 -1.62
C5 1.71 0.02 1.64
O1 -1.74 -1.52 0.80
P1 0.90 -1.44 0.76
H1 -2.27 1.60 -1.59
H2 -2.84 0.52 -0.28
H3 1.24 -0.24 -1.55
H4 0.61 1.55 -1.69
H5 -0.11 0.17 -2.62
H6 2.31 0.63 1.05
H7 2.25 -0.34 2.54
H8 1.08 0.67 2.33
H9 0.28 -1.95 1.78

Entry two
Formula: C5H9OP
Source: the Open Molecules 2025 dataset
Level of theory: the ωB97M-V functional and the def2-TZVPD basis

Computed properties:
- Orbital gap (spin up / spin down): 0.228 / 0.250 Eh
- 2S+1: 3
- Lowest unoccupied orbital energy (spin up / spin down): 0.9 / -3.2 eV

Element x y z (Å)
C1 3.55 -0.73 -0.42
C2 2.45 -0.27 -0.26
C3 -1.65 0.55 -0.92
C4 0.56 0.41 1.69
C5 -0.35 -0.30 -1.02
O1 1.05 1.95 -0.61
P1 0.89 0.59 -0.10
H1 4.54 -1.08 -0.58
H2 -2.13 0.73 0.03
H3 -1.32 1.53 -1.22
H4 -2.42 0.27 -1.55
H5 -0.24 -0.31 1.71
H6 1.52 0.23 2.16
H7 0.02 1.27 2.11
H8 0.02 -0.47 -1.97
H9 -0.61 -1.40 -0.56

Of them, entry two has the lowest stability.

Entry one
Formula: C2H4FN3
Source: the Open Molecules 2025 dataset
Level of theory: the ωB97M-V functional and the def2-TZVPD basis

Computed properties:
- Orbital gap: 0.401 Eh
- Lowest unoccupied orbital energy: 1.1 eV

Element x y z (Å)
C1 -1.16 -0.64 -1.32
C2 -0.92 0.34 -0.49
N1 0.46 -1.01 1.49
N2 1.28 -0.24 1.36
N3 2.20 0.45 1.34
F1 0.17 1.12 -0.65
H1 -2.00 -1.15 -0.89
H2 -0.53 -0.99 -2.21
H3 -1.49 0.78 0.38
H4 1.99 1.34 0.98

Entry two
Formula: C2H4FN3
Source: the Open Molecules 2025 dataset
Level of theory: the ωB97M-V functional and the def2-TZVPD basis

Computed properties:
- Orbital gap: 0.384 Eh
- Lowest unoccupied orbital energy: 0.7 eV
- SMILES: F[C@H]1CNN=N1

Element x y z (Å)
C1 0.74 0.24 -0.01
C2 -0.64 0.77 -0.03
N1 -1.53 -0.30 -0.44
N2 -0.83 -1.43 -0.30
N3 0.45 -1.19 -0.04
F1 -0.93 1.25 1.24
H1 1.50 0.55 -0.85
H2 1.10 0.61 0.90
H3 -0.68 1.47 -0.88
H4 0.83 -1.97 0.41

Of them, entry one has the lowest stability.